# 1
The following is a quantum chemistry calculation of the molecule C19H22N2O6S, from the Open Molecules 2025 dataset.

Geometry as XYZ:
```
50
Properties=species:S:1:pos:R:3:forces:R:3:lowdin_charge:R:1
C -2.171754 -3.252574 -3.622485 -0.4 0.1 -0.1 -0.098
N -1.123351 -3.150516 -2.633069 -0.3 0.3 1.1 -0.348
C -0.051601 -4.104754 -2.779881 0.3 -0.3 0.0 -0.107
S -1.661473 -3.073243 -1.039643 0.4 0.0 -0.2 0.672
O -2.844406 -2.263423 -1.011106 -0.1 0.3 -0.2 -0.290
O -1.736276 -4.379753 -0.442582 0.3 0.0 0.0 -0.286
C -0.319034 -2.164504 -0.277873 -0.2 -0.4 -0.2 -0.287
C 0.193101 -2.592916 0.929708 -0.1 -0.3 0.0 -0.062
C 1.188145 -1.841809 1.536436 -0.1 0.1 -0.1 -0.054
C 1.647469 -0.687918 0.932785 -0.1 0.0 -0.1 -0.002
C 1.122198 -0.263844 -0.289715 -0.3 -0.5 -0.1 -0.202
N 1.620552 0.922836 -0.825422 0.3 0.0 0.3 0.158
C 1.199658 1.591823 -1.928291 0.4 0.6 0.1 -0.421
O 0.413440 1.188520 -2.750016 -0.3 -0.1 -0.2 0.096
C 1.862256 2.979614 -2.049004 0.2 -0.3 -0.4 -0.040
O 1.444276 3.844052 -0.993515 -0.3 0.2 -0.2 0.042
C 2.074500 3.775107 0.169234 0.1 0.2 0.4 -0.496
O 3.029110 3.062939 0.382752 0.1 0.0 0.0 0.093
C 1.401871 4.622695 1.222065 -0.2 -0.5 0.0 -0.035
C 0.725688 3.626600 2.173606 0.2 0.2 0.2 -0.187
O -0.132002 2.840064 1.378110 -0.1 0.0 -0.1 -0.048
C -0.728943 1.731237 1.917322 -0.1 -0.2 0.0 -0.263
C -0.564027 1.295787 3.224442 0.2 0.3 0.0 -0.030
C -1.200246 0.136461 3.641903 -0.1 -0.1 0.0 -0.088
C -1.997948 -0.585020 2.775001 0.0 -0.1 0.2 -0.091
C -2.173203 -0.141834 1.472364 0.0 0.1 0.0 -0.072
C -1.541980 1.007779 1.045648 0.1 0.2 0.1 -0.004
C 0.124692 -1.017394 -0.902103 0.1 0.2 -0.2 0.002
H -2.555120 -4.275281 -3.715431 0.0 0.0 0.0 0.094
H -1.785533 -2.920988 -4.586698 0.0 0.0 0.0 0.093
H -2.977677 -2.595352 -3.306056 -0.1 0.0 -0.2 0.077
H 0.421403 -3.965258 -3.751495 0.0 0.0 0.0 0.095
H 0.677636 -3.917145 -1.993758 0.2 -0.1 -0.1 0.084
H -0.408082 -5.137323 -2.690070 0.1 0.0 0.0 0.092
H -0.192482 -3.497938 1.369723 0.0 -0.1 0.1 0.115
H 1.600909 -2.153374 2.483364 0.0 0.0 0.1 0.112
H 2.417139 -0.097378 1.409255 0.1 0.1 0.1 0.121
H 2.330077 1.378392 -0.256328 -0.2 0.0 -0.2 0.113
H 1.527668 3.450628 -2.973935 0.0 -0.2 0.2 0.139
H 2.953610 2.877349 -2.038150 -0.2 0.1 0.0 0.138
H 0.657514 5.263202 0.753961 0.0 0.1 0.1 0.129
H 2.138160 5.211415 1.766662 0.0 0.0 0.0 0.134
H 0.161460 4.157387 2.951908 0.1 -0.1 -0.1 0.138
H 1.496672 3.004307 2.648026 -0.1 0.1 0.0 0.131
H 0.046532 1.845220 3.924498 0.1 0.1 0.0 0.103
H -1.065446 -0.196799 4.660597 0.0 0.0 0.1 0.103
H -2.486470 -1.487314 3.108324 -0.1 -0.1 0.0 0.106
H -2.788956 -0.699514 0.783718 -0.1 0.0 -0.1 0.092
H -1.661273 1.366975 0.035762 0.0 0.0 -0.2 0.127
H -0.308453 -0.717224 -1.840543 0.1 0.1 -0.1 0.112
```
Forces are in eV/Å.

Its SMILES is CN(C)S(=O)(=O)c1cccc(NC(=O)COC(=O)CCOc2ccccc2)c1. The relative energy (zero: lowest compared OMol25 entry of this formula, charge and spin) is 0.547 eV. As for the net charge: 0. For the HOMO energy, the calculation gives -8.360 eV. The calculation puts the lowest unoccupied orbital energy at 0.61 eV.

# 2
The following is a quantum chemistry calculation of a cluster of 2 separate species, C19H22N5O3 in total, from the Open Molecules 2025 dataset.

Geometry as XYZ:
```
49
Properties=species:S:1:pos:R:3:forces:R:3:lowdin_charge:R:1
C -1.993138 -3.466656 -0.337522 -0.4 0.0 0.3 0.058
C -3.268302 -3.199732 -0.601232 0.7 -0.1 0.0 -0.169
N -4.074243 -2.583506 0.452265 -0.3 -0.5 0.3 0.047
C -5.030623 -1.724111 -0.067408 -0.5 -0.8 0.2 -0.292
N -6.114600 -2.309910 -0.792106 0.4 0.2 -0.3 0.061
N -6.301880 -1.654651 -2.073339 -0.7 -0.1 -0.3 0.096
C -7.213670 -0.818849 -2.068907 0.9 0.7 1.2 -0.271
O -7.896547 0.096778 -1.892097 -0.6 -0.3 -0.8 0.233
N -4.931795 -0.461268 0.120672 0.3 0.0 0.4 0.182
C -3.823701 0.227188 0.822111 0.2 0.8 -0.8 -0.098
C -2.962628 0.980656 -0.243021 -0.3 -0.3 0.8 -0.143
C -1.504035 1.133782 0.261705 -0.6 -0.2 -0.5 -0.126
C -0.447029 0.462884 -0.600507 0.4 0.3 -0.1 -0.214
C -0.689034 -0.518748 -1.551254 -0.2 0.0 0.1 -0.070
C 0.362317 -1.083604 -2.263007 0.2 -0.4 -0.2 -0.090
C 1.668692 -0.683965 -2.048112 0.1 0.3 0.2 -0.069
C 1.924401 0.316966 -1.115039 -0.3 -0.1 -0.2 -0.071
C 0.874729 0.870653 -0.407864 -0.1 0.2 0.3 -0.041
H -1.233020 -3.505910 -1.108485 -0.2 -1.0 -0.1 0.068
H -1.720472 -3.643445 0.701267 0.5 0.9 -0.1 0.082
H -3.723834 -3.483068 -1.547881 -0.1 0.9 -0.1 0.117
H -4.493918 -3.261268 1.088840 -0.1 0.0 -0.1 0.159
H -6.963357 -2.325436 -0.227547 0.0 -0.2 0.0 0.152
H -5.658206 0.153490 -0.236846 0.0 -0.1 -0.2 0.173
H -4.300429 0.961284 1.475662 0.0 -0.2 0.1 0.137
H -3.238339 -0.464768 1.417800 -0.2 -0.3 -0.2 0.121
H -3.450117 1.946175 -0.401112 0.3 0.0 -0.1 0.115
H -3.026258 0.438973 -1.188052 0.1 0.0 0.1 0.093
H -1.449101 0.694158 1.263920 0.1 0.2 0.0 0.118
H -1.298165 2.202545 0.341100 0.2 -0.2 0.1 0.121
H -1.700050 -0.859000 -1.745707 0.1 0.0 0.0 0.081
H 0.185907 -1.863461 -2.998581 -0.2 0.1 0.1 0.105
H 2.494166 -1.117678 -2.600336 -0.1 -0.1 0.0 0.110
H 2.933219 0.653141 -0.939679 0.0 0.0 -0.1 0.087
H 1.069419 1.636466 0.336935 0.1 0.0 -0.1 0.109
C 7.832405 2.843913 1.666827 0.0 0.0 0.0 -0.063
C 6.668297 3.325071 2.251809 0.1 -0.1 -0.1 -0.061
C 5.482160 2.622699 2.116351 -0.1 0.2 0.1 -0.003
C 5.480774 1.440532 1.396332 0.2 0.2 0.0 -0.147
C 6.630934 0.951214 0.801835 0.1 -0.2 -0.1 -0.001
C 7.812531 1.660920 0.939757 0.0 0.1 0.1 -0.060
N 4.231005 0.680476 1.269367 0.1 -0.1 0.1 -0.345
O 3.230627 1.142648 1.784406 0.0 0.0 0.0 0.070
O 4.266116 -0.369697 0.657585 0.1 0.0 0.1 0.067
H 8.758633 3.392305 1.778962 0.0 0.0 0.0 0.111
H 6.686304 4.247149 2.816430 0.0 0.0 0.0 0.111
H 4.577243 2.997414 2.571733 -0.1 -0.1 0.0 0.118
H 6.616868 0.029411 0.238838 -0.1 0.0 0.0 0.120
H 8.719744 1.289841 0.483132 0.0 0.0 0.0 0.111
```
Forces are in eV/Å.

The relative energy (zero: lowest compared OMol25 entry of this formula, charge and spin) is 1.596 eV. As for the net charge: +1. For the HOMO energy, the calculation gives -11.258 eV. The calculation puts the lowest unoccupied orbital energy at -4.41 eV.

# 3
The following is a quantum chemistry calculation of a cluster of 3 separate species, C19H22N5O4S in total, from the Open Molecules 2025 dataset.

Geometry as XYZ:
```
51
Properties=species:S:1:pos:R:3:forces:R:3:lowdin_charge:R:1
C -2.905718 -4.053157 4.220768 -0.4 0.9 -0.3 -0.169
C -1.710846 -3.602310 3.263859 0.3 -1.7 0.5 -0.519
S -1.890250 -1.827632 2.683344 -0.1 -0.6 -0.1 0.820
C -1.045657 -1.863811 1.034052 1.7 -1.4 -0.1 -0.452
N -0.967304 -0.549845 0.357103 -0.1 -0.7 0.8 -0.105
C -1.844902 -0.306226 -0.817192 -1.3 0.1 -1.1 -0.099
C -2.656110 1.058116 -0.772971 -0.3 1.2 0.5 -0.225
N -3.686051 1.325298 -0.027127 2.2 -1.5 -1.2 0.104
C -0.081361 0.325328 0.836397 2.6 3.7 0.9 -0.240
N 0.199251 1.628830 0.323294 1.5 -0.5 1.8 0.140
C 1.228971 2.220174 1.093043 -3.4 -5.2 -0.4 0.022
N 1.541448 1.258230 2.079195 1.2 4.2 -1.4 0.039
N 0.777863 0.163318 1.957872 -1.9 -0.9 -1.9 0.107
H -3.903854 -3.761089 3.744633 1.4 -0.3 0.8 0.081
H -2.959434 -5.167970 4.400218 0.5 1.3 -0.3 0.085
H -2.780820 -3.533595 5.217447 -0.4 -0.6 -1.1 0.078
H -0.740835 -3.752471 3.847071 -1.2 0.5 -0.9 0.081
H -1.683464 -4.338684 2.398537 0.0 1.2 0.7 0.086
H 0.038601 -2.191285 1.226541 -1.4 0.3 -0.4 0.102
H -1.478996 -2.666556 0.356540 0.3 1.3 0.7 0.116
H -1.296650 -0.402557 -1.815377 -0.4 0.3 1.5 0.136
H -2.620793 -1.147227 -0.812397 1.1 1.1 0.2 0.140
H -2.280023 1.908539 -1.434431 -0.4 -1.4 0.8 0.108
H -3.882107 0.476461 0.531504 -0.2 0.4 0.0 0.049
H 1.656973 3.235560 0.878169 -0.3 -1.4 0.7 0.159
H 2.268283 1.429539 2.787501 -0.6 -0.8 -0.1 0.175
H 0.839942 -0.635028 2.599091 -0.1 0.7 -0.2 0.159
C -3.025297 3.279650 -6.543087 0.3 -0.1 0.0 0.031
C -2.063544 2.640782 -5.876456 0.0 0.1 -0.2 0.022
C -2.354640 1.907845 -4.626399 0.2 -0.1 0.1 -0.384
O -1.474799 1.324766 -4.014921 -0.2 0.0 0.0 0.071
C -3.752198 1.908747 -4.144410 -0.2 0.0 0.0 0.013
C -4.714631 2.546911 -4.809815 0.0 -0.2 0.3 0.035
C -4.423990 3.280694 -6.061083 -0.3 0.2 -0.3 -0.381
O -5.299590 3.860614 -6.669104 0.2 -0.1 0.2 0.125
H -2.830451 3.822009 -7.459644 0.0 0.0 0.0 0.127
H -1.035182 2.629221 -6.215431 0.0 0.0 0.0 0.123
H -3.946553 1.365970 -3.228004 0.0 0.0 0.0 0.101
H -5.742817 2.557984 -4.470224 0.0 0.0 0.0 0.128
C 5.217287 -1.235662 1.069095 -0.4 0.0 0.1 0.032
C 4.627582 -0.656565 2.114126 0.1 -0.1 -0.3 -0.002
C 5.408094 0.091668 3.119698 0.1 0.1 0.3 -0.393
O 4.862555 0.618074 4.073366 -0.2 0.0 -0.3 0.088
C 6.870390 0.176362 2.924334 0.2 -0.1 -0.1 0.027
C 7.463752 -0.402676 1.879517 0.0 0.2 0.3 0.036
C 6.681989 -1.152120 0.871864 0.4 -0.2 -0.3 -0.379
O 7.218460 -1.677786 -0.080560 -0.2 0.1 0.2 0.132
H 4.660017 -1.788161 0.322769 0.1 0.0 0.0 0.125
H 3.558004 -0.706283 2.275679 0.0 -0.1 0.0 0.087
H 7.425832 0.729540 3.671042 0.0 0.0 0.0 0.128
H 8.533572 -0.351532 1.720961 0.0 0.0 0.0 0.130
```
Forces are in eV/Å.

As for the net charge: +1. For the HOMO energy, the calculation gives -12.124 eV. The calculation puts the lowest unoccupied orbital energy at -4.07 eV.